(1)
{"formula": "C6H11N", "method": "ωB97M-V/def2-TZVPD", "elements": ["C", "C", "C", "C", "C", "C", "N", "H", "H", "H", "H", "H", "H", "H", "H", "H", "H", "H"], "positions_angstrom": [[-0.98941, -0.19169, -1.71545], [-0.65706, 0.21118, -0.24896], [-1.29993, -0.88418, 0.64445], [0.95570, 0.48645, -0.02598], [1.46060, 1.23703, 1.25465], [1.49664, -0.87129, -0.03483], [1.71170, -2.00737, -0.04623], [-0.84891, 0.62653, -2.42569], [-2.02058, -0.55599, -1.89184], [-0.34435, -1.02940, -1.99501], [-1.19232, 1.13401, 0.00883], [-2.37949, -0.83360, 0.44460], [-1.16741, -0.73237, 1.72027], [-0.97018, -1.90838, 0.41538], [1.44402, 1.01311, -0.87172], [2.56236, 1.33720, 1.30775], [1.06686, 2.25770, 1.29193], [1.17176, 0.71106, 2.16786]], "forces_ev_per_a": [[0.340, 0.111, 0.032], [0.118, 0.131, 0.060], [0.134, 0.149, 0.090], [-0.329, -0.267, 0.029], [-0.354, -0.094, -0.004], [0.088, -1.199, -0.065], [0.172, 0.905, 0.029], [0.234, -0.017, 0.083], [0.398, 0.301, 0.624], [0.059, 0.105, -0.112], [0.331, 0.060, -0.147], [0.250, -0.069, 0.115], [0.125, 0.123, -0.126], [0.072, 0.420, -0.098], [-0.818, -0.227, 0.097], [-0.535, -0.285, -0.439], [-0.129, -0.208, -0.058], [-0.155, 0.062, -0.111]], "lowdin_charge": [-0.086, -0.341, -0.095, -0.280, -0.064, -0.251, 0.165, 0.071, 0.083, 0.074, 0.124, 0.077, 0.074, 0.074, 0.141, 0.085, 0.074, 0.075], "smiles": "CC(C)[C@@H](C)C#N", "homo_energy_ev": -11.2, "orbital_gap_ev": 12.154, "e_lumo_ev": 0.9}

***

(2)
{"formula": "C6H11N", "method": "ωB97M-V/def2-TZVPD", "elements": ["C", "C", "N", "C", "C", "C", "C", "H", "H", "H", "H", "H", "H", "H", "H", "H", "H", "H"], "positions_angstrom": [[-0.95937, -3.02195, -1.79237], [-0.54627, -2.27090, -0.78394], [-0.77024, -0.85682, -0.78789], [0.42078, -0.03753, -0.40192], [0.68594, 3.06869, 1.90127], [0.99298, 1.85362, 1.05164], [0.03585, 1.06564, 0.56821], [-1.35962, -2.59978, -2.70741], [-1.02287, -4.10386, -1.79355], [-0.26276, -2.80593, 0.12643], [-1.38720, -0.76635, 0.00739], [1.23228, -0.70815, -0.07678], [0.83925, 0.37128, -1.32730], [0.71309, 2.94922, 2.97778], [1.33898, 3.88808, 1.60182], [-0.31915, 3.42972, 1.66686], [1.98475, 1.43499, 0.93708], [-1.03425, 1.22547, 0.51540]], "forces_ev_per_a": [[-0.332, -0.157, -0.682], [-0.727, -0.810, -0.514], [0.704, 0.030, 0.907], [0.034, -0.933, -0.588], [-0.057, 0.364, -1.036], [-1.461, -0.470, 1.355], [1.007, -0.447, -1.785], [0.076, 0.371, 0.117], [0.451, 0.000, 0.414], [0.400, 0.468, 0.103], [-0.519, 0.356, 0.015], [-0.181, 0.212, 0.563], [-0.253, 0.288, 0.034], [0.379, -0.308, 0.158], [0.205, 0.066, 0.280], [-0.029, -0.193, -0.005], [0.371, 0.565, 0.056], [-0.069, 0.596, 0.607]], "lowdin_charge": [0.008, -0.262, -0.070, -0.230, -0.103, -0.159, -0.108, 0.055, 0.048, 0.105, 0.086, 0.109, 0.111, 0.066, 0.065, 0.070, 0.103, 0.105], "smiles": "C=CNC/C=C/C", "homo_energy_ev": -9.2, "orbital_gap_ev": 10.274, "e_lumo_ev": 1.1}

***

(3)
{"formula": "C6H11N", "method": "ωB97M-V/def2-TZVPD", "elements": ["C", "N", "C", "C", "C", "C", "C", "H", "H", "H", "H", "H", "H", "H", "H", "H", "H", "H"], "positions_angstrom": [[0.83845, -0.84744, -1.46531], [1.67529, 2.03148, -1.62337], [1.01657, 1.42870, -0.55758], [0.91828, 0.08788, -0.32302], [0.13786, -0.25915, 0.91893], [-1.18086, -0.33121, 1.06707], [-1.94381, -0.85341, 2.21923], [1.38719, -0.56309, -2.36349], [1.22362, -1.85879, -1.22905], [-0.22825, -1.00818, -1.68112], [1.92681, 1.36736, -2.33930], [1.15974, 2.79786, -2.03974], [0.39114, 2.11973, -0.00147], [0.79168, -0.76110, 1.64965], [-1.66432, -0.41865, 0.08749], [-1.47253, -0.62012, 3.18611], [-2.91530, -0.36674, 2.31974], [-2.06155, -1.94514, 2.17523]], "forces_ev_per_a": [[0.761, -1.941, -0.030], [-0.188, -0.053, -0.374], [-0.504, -1.024, -0.152], [-1.879, 2.669, 0.156], [1.332, -1.354, 0.289], [0.559, -1.018, -1.726], [-0.023, 0.174, 1.329], [-0.217, 0.228, 0.000], [-0.079, 0.337, 0.003], [0.227, 0.136, -0.243], [0.209, 0.025, -0.134], [0.136, 0.005, 0.167], [0.680, 0.049, 0.673], [-0.309, 0.854, 0.555], [-0.604, 1.074, 0.253], [0.254, -0.179, -0.340], [-0.171, -0.255, -0.320], [-0.185, 0.272, -0.105]], "lowdin_charge": [-0.079, 0.048, -0.180, -0.307, -0.116, -0.181, -0.118, 0.062, 0.083, 0.084, 0.062, 0.083, 0.115, 0.113, 0.108, 0.077, 0.066, 0.081], "smiles": "C/C=C/C(C)=C/N", "homo_energy_ev": -7.8, "orbital_gap_ev": 8.773, "e_lumo_ev": 1.0}

***

(4)
{"formula": "C6H11N", "method": "ωB97M-V/def2-TZVPD", "elements": ["C", "N", "C", "C", "C", "C", "C", "H", "H", "H", "H", "H", "H", "H", "H", "H", "H", "H"], "positions_angstrom": [[0.56936, -1.97541, -0.88236], [0.78449, 0.83902, -1.53857], [0.12184, 0.43422, -0.33086], [-0.15728, -0.87278, -0.15703], [-0.93905, -1.27045, 1.06542], [-0.26025, 2.68969, 0.65999], [0.10589, 1.41560, 0.76285], [0.56201, -1.83402, -1.95559], [0.16333, -2.93872, -0.61376], [1.61943, -1.98435, -0.56927], [1.07517, 1.79077, -1.39791], [0.31478, 0.41389, -2.31557], [-1.38579, -2.26319, 0.97393], [-0.33624, -1.25344, 1.98193], [-1.82337, -0.65552, 1.24777], [-0.03690, 3.30795, 1.51698], [-0.75175, 3.13770, -0.18535], [0.37433, 1.01904, 1.73739]], "forces_ev_per_a": [[-0.128, 0.529, -0.116], [-0.391, -0.674, 2.487], [0.886, -1.063, -0.948], [0.082, 0.311, 1.083], [-0.562, -0.206, 0.250], [0.521, -0.119, 0.716], [-1.078, -0.074, -0.382], [0.003, -0.284, -0.288], [-0.247, -0.302, -0.189], [0.001, 0.122, -0.054], [-0.163, 0.221, -1.371], [0.306, 0.938, -0.695], [0.381, -0.170, -0.069], [0.014, -0.100, -0.008], [0.260, 0.371, -0.037], [-0.409, 0.326, 0.047], [0.209, 0.022, -0.389], [0.315, 0.151, -0.039]], "lowdin_charge": [-0.060, 0.093, -0.328, -0.311, -0.087, 0.021, -0.137, 0.061, 0.063, 0.089, 0.068, 0.082, 0.070, 0.080, 0.077, 0.053, 0.062, 0.104], "smiles": "C=CC(N)=C(C)C", "homo_energy_ev": -7.5, "orbital_gap_ev": 8.449, "e_lumo_ev": 1.0}

***

(5)
{"formula": "C6H11N", "method": "ωB97M-V/def2-TZVPD", "elements": ["C", "C", "N", "C", "C", "C", "C", "H", "H", "H", "H", "H", "H", "H", "H", "H", "H", "H"], "positions_angstrom": [[0.40944, -1.53264, -1.45626], [-0.37515, -1.26704, -0.16776], [0.73513, 1.44365, -1.00982], [-0.49040, 1.36899, -0.42549], [-0.36323, 0.18603, 0.48470], [-0.76580, -0.06611, 1.94134], [0.59295, 0.36244, 1.70263], [0.87480, -0.63978, -1.74580], [-0.24215, -1.71530, -2.31326], [0.01421, -1.78479, 0.69017], [-1.43960, -1.47663, -0.16592], [0.95096, 2.43073, -1.14855], [1.18292, -2.28047, -1.36244], [-1.29397, 1.15438, -1.14243], [-0.86180, 2.27795, 0.05609], [-1.33463, 0.62683, 2.59146], [1.32756, -0.43611, 1.65930], [1.07874, 1.34788, 1.81202]], "forces_ev_per_a": [[-1.104, -0.067, 0.049], [0.686, 1.746, 0.574], [1.331, 0.179, -0.157], [-3.252, 0.503, -0.421], [-0.090, -3.380, 0.692], [0.225, 4.518, -0.600], [1.569, -1.407, -0.545], [0.977, 1.245, -0.214], [-0.088, -0.599, 0.192], [0.188, -1.089, 0.037], [-0.123, -0.310, -0.526], [0.515, 0.038, 0.535], [-0.075, -0.419, 0.049], [-0.270, -0.282, -0.296], [0.052, 0.177, 0.462], [-0.313, -0.713, -0.324], [0.306, 0.103, -0.089], [-0.533, -0.241, 0.581]], "lowdin_charge": [-0.085, -0.168, 0.105, -0.374, -0.377, 0.087, -0.137, 0.015, 0.073, 0.083, 0.107, 0.048, 0.068, 0.123, 0.119, 0.091, 0.107, 0.115], "homo_energy_ev": -7.6, "orbital_gap_ev": 5.306, "e_lumo_ev": -2.3}

***

(6)
{"formula": "C6H11N", "method": "ωB97M-V/def2-TZVPD", "elements": ["C", "C", "N", "C", "C", "C", "C", "H", "H", "H", "H", "H", "H", "H", "H", "H", "H", "H"], "positions_angstrom": [[3.00924, -0.40047, -0.11207], [1.72684, 0.36625, 0.34642], [-1.02482, 1.53792, 0.11110], [-0.79241, 0.15413, -0.11270], [0.51012, -0.33879, -0.17697], [-3.19291, -0.52967, 0.15375], [-1.90223, -0.71325, -0.29669], [3.86921, 0.24691, 0.04608], [3.06100, -0.36093, -1.24724], [2.94496, -1.39636, 0.30668], [1.54410, 0.35391, 1.42592], [1.62656, 1.36572, -0.09876], [-1.59567, 1.81343, 0.91772], [-1.61736, 1.87877, -0.64054], [0.59127, -1.38330, -0.51374], [-3.81787, -1.40307, 0.08165], [-3.30748, 0.47193, 0.55371], [-1.63256, -1.66314, -0.74432]], "forces_ev_per_a": [[-0.992, 1.946, -1.579], [-0.708, -1.144, -1.967], [-0.261, 0.494, 0.092], [-1.443, 1.070, 0.117], [0.240, -0.595, 0.609], [2.464, 0.524, -0.609], [0.575, -1.248, -0.341], [0.305, -0.630, 1.076], [-0.591, -0.752, 1.176], [0.858, -0.107, -0.084], [0.393, 0.483, 0.175], [0.324, 0.170, 0.713], [0.737, -0.496, 0.257], [0.204, 0.041, -0.379], [0.095, 0.408, 0.061], [-0.801, 0.468, 0.241], [-1.241, -0.402, 0.327], [-0.157, -0.231, 0.115]], "lowdin_charge": [-0.073, -0.190, 0.099, -0.262, 0.082, 0.193, -0.057, 0.078, 0.105, 0.079, 0.145, 0.130, 0.115, 0.111, 0.144, 0.098, 0.085, 0.119], "spin_multiplicity": 2, "homo_energy_ev": [-14.5, -14.9], "charge": 1, "orbital_gap_ev": [9.578, 7.198], "e_lumo_ev": [-4.9, -7.7]}

***

(7)
{"formula": "C6H11N", "method": "ωB97M-V/def2-TZVPD", "elements": ["C", "N", "C", "C", "C", "C", "C", "H", "H", "H", "H", "H", "H", "H", "H", "H", "H", "H"], "positions_angstrom": [[-0.74551, -2.41644, -0.33690], [-1.42836, -1.36428, 0.37133], [-0.84573, -0.10269, 0.35109], [-1.55855, 1.08105, 0.33723], [2.47953, 1.62568, -0.73839], [1.31714, 1.27140, 0.13233], [0.64993, 0.08563, 0.22740], [0.10538, -2.75120, 0.27050], [-1.44518, -3.17888, -0.54233], [-0.36639, -1.97674, -1.26334], [-2.45341, -1.33319, 0.46188], [-1.12467, 1.82262, 0.95796], [-2.59578, 1.22889, -0.06843], [2.11795, 2.51141, -1.26868], [2.71378, 0.83878, -1.42489], [3.44952, 2.00107, -0.31589], [0.80289, 2.07544, 0.66317], [1.01357, -0.95605, 0.09416]], "forces_ev_per_a": [[1.089, 0.329, 0.275], [0.425, 4.048, -0.325], [1.181, -1.496, 0.806], [-2.527, 0.239, 0.136], [0.573, 0.566, 0.840], [-0.642, -0.352, 0.309], [-1.574, -2.530, -0.174], [-0.389, -0.430, -0.291], [-0.459, -1.054, -0.166], [-0.009, -0.462, -0.091], [0.794, -0.320, -0.291], [0.125, 1.130, -0.026], [1.199, -0.314, 0.559], [-0.031, -0.107, -0.314], [0.069, -0.419, -0.393], [-1.023, -0.502, 0.319], [0.259, 0.289, -0.543], [0.937, 1.387, -0.631]], "lowdin_charge": [-0.054, 0.034, -0.248, 0.185, -0.042, -0.059, -0.002, 0.105, 0.090, 0.106, 0.168, 0.075, 0.125, 0.100, 0.078, 0.116, 0.112, 0.109], "spin_multiplicity": 2, "homo_energy_ev": [-13.8, -13.9], "charge": 1, "orbital_gap_ev": [9.024, 7.283], "e_lumo_ev": [-4.8, -6.6]}

***

What relative energy (zero: lowest compared OMol25 entry of this formula, charge and spin) values result from the calculations? In sequence: 51.3, 217.7, 204.7, 163.0, 741.0, 174.2, 172.9 kJ/mol.